(1)
Formula: C55H61CoGe2O2S4
Source: the Open Molecules 2025 dataset
Level of theory: ωB97M-V with the def2-TZVPD basis set

```
125
Properties=species:S:1:pos:R:3:lowdin_charge:R:1
Co -0.268 2.259 -0.599 -0.196
C 1.152 6.329 2.492 -0.058
C 1.765 4.973 2.664 -0.307
C 1.245 4.158 3.688 -0.011
C 1.503 2.798 3.732 -0.222
C 0.647 1.932 4.660 -0.047
C 2.583 2.260 3.003 -0.155
C 3.202 3.126 2.080 -0.206
C 4.417 2.609 1.268 -0.062
C 2.719 4.440 1.875 -0.039
C 3.000 0.836 3.170 -0.225
C 3.519 0.380 4.381 -0.038
C 4.032 -0.862 4.485 -0.060
C 4.137 -1.645 3.341 -0.034
C 3.573 -1.269 2.125 -0.158
C 2.842 -0.030 2.092 -0.203
Ge 1.296 0.343 0.905 0.258
S 1.960 1.819 -0.709 0.283
S -0.783 1.331 1.459 0.358
Ge -1.488 -0.240 -0.149 0.128
S -1.545 1.094 -1.850 0.348
S 0.285 -1.579 0.206 0.307
C -3.208 -1.131 0.087 -0.210
C -4.026 -1.391 -1.020 -0.208
C -5.325 -1.913 -0.847 -0.053
C -5.802 -2.206 0.371 -0.073
C -5.013 -1.894 1.441 -0.026
C -3.650 -1.633 1.353 -0.218
C -2.747 -1.766 2.489 -0.174
C -2.813 -0.813 3.495 -0.250
C -3.599 0.420 3.140 -0.061
C -2.211 -0.969 4.718 -0.017
C -1.477 -2.122 5.022 -0.266
C -0.784 -2.227 6.356 -0.055
C -1.423 -3.068 4.000 -0.010
C -2.118 -2.947 2.806 -0.209
C -2.046 -4.108 1.835 -0.022
C -3.515 -1.477 -2.439 -0.180
C -2.767 -2.514 -2.917 -0.222
C -2.379 -3.678 -2.037 -0.016
C -2.466 -2.538 -4.280 -0.016
C -2.838 -1.550 -5.147 -0.268
C -2.540 -1.658 -6.645 -0.053
C -3.653 -0.517 -4.680 -0.019
C -4.056 -0.512 -3.352 -0.248
C -5.000 0.590 -2.981 -0.048
C 3.762 -2.174 0.891 -0.087
C 3.280 -3.510 0.936 -0.204
C 2.293 -3.975 2.068 -0.033
C 3.611 -4.421 -0.055 -0.035
C 4.383 -4.060 -1.139 -0.270
C 4.658 -5.108 -2.202 -0.056
C 4.828 -2.753 -1.230 -0.033
C 4.545 -1.829 -0.273 -0.208
C 4.961 -0.454 -0.640 -0.051
H 0.752 6.621 3.513 0.088
H 0.252 6.348 1.779 0.095
H 1.905 7.098 2.186 0.087
H 0.601 4.593 4.440 0.112
H 1.260 1.712 5.510 0.063
H 0.373 0.982 4.199 0.055
H -0.252 2.460 4.999 0.083
H 4.185 2.109 0.329 -0.014
H 5.019 1.999 1.895 0.063
H 5.012 3.551 1.095 0.096
H 3.122 5.009 0.989 0.143
H 3.431 1.010 5.249 0.118
H 4.427 -1.101 5.445 0.104
H 4.549 -2.650 3.315 0.122
H -5.879 -2.147 -1.801 0.151
H -6.721 -2.748 0.490 0.113
H -5.422 -2.051 2.450 0.133
H -3.549 0.637 2.064 0.055
H -3.136 1.231 3.724 0.076
H -4.647 0.265 3.485 0.102
H -2.122 -0.082 5.396 0.133
H -0.701 -3.369 6.657 0.119
H -1.397 -1.689 7.111 0.079
H 0.176 -1.742 6.416 0.060
H -0.850 -3.978 4.236 0.125
H -2.301 -5.054 2.359 0.099
H -1.096 -4.138 1.302 0.055
H -2.716 -4.006 0.999 0.051
H -2.491 -4.607 -2.630 0.095
H -3.202 -3.743 -1.270 0.086
H -1.466 -3.564 -1.519 0.044
H -1.856 -3.385 -4.668 0.134
H -1.581 -2.122 -6.868 0.060
H -2.556 -0.680 -7.169 0.072
H -3.364 -2.289 -7.141 0.103
H -4.038 0.188 -5.445 0.130
H -5.616 0.402 -2.100 0.073
H -5.637 0.804 -3.827 0.075
H -4.369 1.463 -2.769 0.066
H 2.468 -3.507 3.029 0.053
H 2.375 -5.096 2.121 0.089
H 1.255 -3.747 1.774 0.026
H 3.099 -5.407 -0.080 0.127
H 3.946 -4.999 -3.055 0.090
H 4.555 -6.161 -1.826 0.084
H 5.704 -4.970 -2.553 0.081
H 5.375 -2.420 -2.121 0.122
H 5.462 -0.478 -1.651 0.097
H 5.514 0.092 0.120 0.078
H 4.077 0.165 -0.849 0.016
O 1.344 1.860 -8.042 -0.119
H 1.762 2.213 -8.918 0.089
H 0.579 1.334 -8.371 0.040
O 1.336 -1.099 -6.965 -0.096
H 2.207 -0.944 -7.366 0.032
H 1.261 -0.272 -6.410 0.056
C -0.421 4.334 -0.487 -0.131
C -0.563 4.903 -1.817 -0.282
C 0.467 4.999 -2.819 -0.006
C 0.126 5.573 -4.064 -0.079
C -1.134 6.097 -4.366 -0.075
C -2.133 6.016 -3.385 -0.073
C -1.824 5.432 -2.171 -0.057
H -1.346 4.366 0.097 0.076
H 0.476 4.570 -0.028 0.021
H 1.426 4.529 -2.642 0.098
H 0.838 5.670 -4.872 0.097
H -1.302 6.569 -5.296 0.086
H -3.076 6.471 -3.425 0.086
H -2.609 5.421 -1.430 0.106
```

<S²>	6.035
HOMO-LUMO gap (alpha / beta)	7.58 / 6.65	eV
multiplicity	5
HOMO energy (alpha / beta)	-7.606 / -8.109	eV



(2)
Formula: C21H26BiBrN5O4S
Source: the Open Molecules 2025 dataset
Level of theory: ωB97M-V with the def2-TZVPD basis set

```
59
Properties=species:S:1:pos:R:3:nbo_charge:R:1
Bi 0.074 0.033 -0.246 1.930
C -4.038 5.025 2.403 -0.640
C -2.725 4.574 1.855 0.032
C -2.609 4.009 0.590 -0.220
C -1.388 3.541 0.118 -0.239
C -0.279 3.627 0.936 -0.273
C -0.362 4.237 2.178 -0.197
C -1.577 4.709 2.634 -0.201
S 1.366 3.083 0.506 2.302
O 1.938 2.516 1.706 -0.977
O 2.082 4.140 -0.122 -0.901
N 1.159 1.842 -0.615 -1.068
C 2.472 1.413 -1.083 -0.390
C 3.015 0.201 -0.324 0.758
O 4.173 0.001 -0.115 -0.539
O 2.082 -0.667 0.069 -0.871
H -4.859 4.756 1.747 0.221
H -4.048 6.105 2.538 0.240
H -4.194 4.571 3.380 0.227
H -3.486 3.937 -0.036 0.223
H -1.302 3.127 -0.874 0.232
H 0.541 4.322 2.762 0.247
H -1.644 5.183 3.601 0.231
H 3.167 2.246 -0.984 0.277
H 2.413 1.146 -2.143 0.234
Br -2.380 2.115 4.693 0.120
C -0.817 1.421 3.918 -0.130
C 0.384 1.366 4.622 -0.136
C 1.475 0.811 3.986 -0.218
C 1.357 0.384 2.669 0.131
N 0.196 0.437 2.021 -0.566
C -0.874 0.951 2.622 0.016
H 0.444 1.741 5.632 0.251
H 2.428 0.734 4.482 0.254
H 2.199 -0.047 2.151 0.258
H -1.790 0.946 2.057 0.247
C -3.457 -4.425 0.892 -0.417
C -2.083 -4.049 0.359 -0.215
N -1.841 -2.656 0.687 -0.589
C -2.791 -1.693 0.525 0.642
N -2.389 -0.445 0.480 -0.718
C -3.409 0.555 0.206 -0.249
C -4.695 0.236 0.962 -0.423
C -5.175 -1.125 0.486 -0.200
N -4.082 -2.081 0.485 -0.422
C -4.478 -3.466 0.301 -0.204
H -3.462 -4.346 1.979 0.220
H -3.709 -5.447 0.615 0.239
H -2.042 -4.215 -0.728 0.188
H -1.302 -4.649 0.829 0.225
H -0.887 -2.338 0.630 0.380
H -3.624 0.569 -0.872 0.189
H -3.022 1.540 0.482 0.214
H -5.453 0.994 0.770 0.232
H -4.487 0.204 2.034 0.213
H -5.601 -1.046 -0.522 0.197
H -5.953 -1.501 1.157 0.215
H -4.603 -3.663 -0.771 0.196
H -5.449 -3.608 0.783 0.220
```

HOMO-LUMO gap	8.19	eV
charge	+1
HOMO energy	-11.972	eV